Record 1
{"formula": "C21H25ClN4O3S", "method": "ωB97M-V/def2-TZVPD", "e_lumo_ev": 0.52, "smiles": "CN1CCC(=NNC(=O)c2ccc(N(Cc3ccc(Cl)cc3)S(C)(=O)=O)cc2)CC1", "homo_ev": -8.53, "e_above_lowest_kcal_mol": 75.3, "species": ["Cl", "H", "H", "C", "H", "C", "H", "H", "C", "H", "H", "S", "H", "H", "H", "C", "C", "H", "H", "H", "N", "H", "N", "C", "N", "C", "C", "C", "H", "C", "C", "O", "O", "C", "H", "H", "C", "C", "H", "C", "C", "C", "C", "C", "C", "H", "H", "H", "H", "H", "H", "O", "H", "C", "N"], "positions_angstrom": [[6.8589, 2.7209, 0.0847], [6.9497, 0.0560, 1.0564], [2.2386, 1.4815, 0.7551], [0.6555, -0.7173, -0.0637], [-8.0152, 1.0684, 1.7057], [-5.4411, 0.0302, 1.9383], [-4.4989, -0.4508, 2.1944], [-7.3153, -2.3549, -0.4605], [-0.6762, 0.0971, -1.9004], [-8.6097, 0.9463, 0.0459], [1.7829, -0.6467, 2.3399], [2.5692, -2.5326, -0.5720], [4.6288, -1.5527, -1.2484], [3.2589, -0.4980, -1.6687], [-5.7128, 0.7151, 2.7459], [-1.5433, 0.7465, -1.0258], [-2.6499, 1.5367, -1.6140], [-7.1002, -1.1274, 2.7208], [-6.1323, -1.9921, 1.5217], [3.5936, -1.9530, -2.6424], [-3.8357, 1.5888, -0.9343], [-6.2496, -1.0164, -0.9282], [1.7361, -1.4583, 0.4118], [3.6261, -1.5159, -1.6525], [-4.1080, 0.8705, 0.1745], [5.9172, 0.3612, 0.9917], [2.4661, -1.0817, 1.6110], [4.2752, 2.0416, 0.4560], [-0.0645, -0.1148, 1.8770], [-5.2670, 0.8381, 0.6926], [-1.2964, 0.6575, 0.3396], [1.6332, -3.2509, -1.3774], [-2.5530, 2.1288, -2.6731], [-0.2160, -0.0601, 0.8103], [5.1405, -1.5053, 1.6852], [-4.5648, 2.1333, -1.3973], [-6.5674, -1.0236, 1.7692], [-6.5165, 1.5136, 0.1909], [-7.9959, -0.9359, -1.2612], [3.5712, -0.1149, 1.2738], [-7.2473, -1.2707, -0.5446], [4.9015, -0.5074, 1.3505], [3.2696, 1.1663, 0.8238], [0.3995, -0.6289, -1.4334], [5.5972, 1.6332, 0.5435], [-0.8583, 0.1728, -2.9617], [-1.9482, 1.1532, 1.0403], [-6.5539, 2.5459, 0.5498], [4.0382, 3.0342, 0.1069], [2.8838, -2.0011, 2.0220], [-6.5189, 1.5418, -0.9027], [3.4270, -3.2885, 0.2895], [1.0244, -1.1531, -2.1341], [-7.7552, 0.7423, 0.6956], [-7.5431, -0.6872, 0.7484]]}

Record 2
{"formula": "CH9N6", "method": "ωB97M-V/def2-TZVPD", "e_lumo_ev": -2.88, "charge": 1, "homo_ev": -12.94, "e_above_lowest_kcal_mol": 103.2, "species": ["N", "N", "N", "H", "N", "C", "N", "H", "H", "N", "H", "H", "H", "H", "H", "H"], "positions_angstrom": [[0.1085, -0.9173, 0.9342], [-1.4600, 2.0713, -1.0249], [-0.8399, 2.6610, -3.1657], [-1.2318, 3.6445, -3.1042], [-0.9620, -0.3780, 0.6039], [1.1848, -1.3421, 1.1284], [2.3209, -1.8219, 1.2621], [0.6649, -3.4266, 3.1783], [-1.9076, 3.0133, -1.1112], [-0.8763, 1.8089, -2.1706], [-1.0411, 0.0945, -0.2861], [-0.4953, 2.2278, -4.1158], [2.9475, -1.2832, 1.8604], [2.6215, -2.7460, 1.0673], [-1.7463, -0.6254, 1.1294], [0.7121, -2.9807, 3.8142]]}

Record 3
{"formula": "C10H16", "method": "ωB97M-V/def2-TZVPD", "multiplicity": 2, "e_lumo_ev": [-4.51, -8.22], "charge": 1, "homo_ev": [-14.04, -14.04], "e_above_lowest_kcal_mol": 7.4, "species": ["H", "C", "H", "H", "C", "H", "H", "H", "H", "H", "H", "H", "H", "H", "H", "H", "C", "H", "H", "C", "C", "C", "C", "C", "C", "C"], "positions_angstrom": [[-0.9936, 0.2805, 2.9438], [-2.3467, 2.0468, 0.4085], [0.7590, 0.6388, -1.5069], [2.1766, 1.5824, -1.1085], [-0.9560, -1.8283, 1.2965], [2.9804, -2.1308, -0.2561], [2.3897, -1.2163, -2.3610], [-0.9751, -2.3875, 0.3598], [1.9525, 1.1984, -2.7433], [-3.2669, 1.2087, -1.3328], [0.0950, -1.5567, 1.4213], [3.2277, -0.4796, 0.4548], [-1.4113, 2.6517, 2.2768], [-2.3711, -1.0161, -0.9482], [1.6163, -1.0933, 0.1612], [-2.4775, 3.0606, 0.0592], [2.6739, -0.4705, -1.6184], [3.6896, -0.1794, -1.8962], [-1.2325, -2.4308, 2.1629], [1.8121, 0.7765, -1.7484], [2.6377, -1.0973, -0.2263], [-1.4208, 0.5342, 1.9822], [-1.7247, -0.5760, 1.1026], [-2.3750, -0.3076, -0.1328], [-1.7087, 1.8128, 1.6588], [-2.7505, 0.9787, -0.4095]]}

Record 4
{"formula": "C15H30Cl6NO", "method": "ωB97M-V/def2-TZVPD", "multiplicity": 2, "e_lumo_ev": [0.45, -0.30], "homo_ev": [-9.13, -9.73], "e_above_lowest_kcal_mol": 36.6, "species": ["H", "C", "H", "H", "C", "C", "H", "Cl", "C", "H", "C", "H", "Cl", "H", "H", "H", "H", "C", "C", "C", "H", "H", "C", "H", "H", "C", "H", "H", "H", "H", "H", "C", "H", "H", "C", "H", "H", "Cl", "C", "O", "H", "H", "H", "C", "H", "C", "H", "Cl", "Cl", "Cl", "N", "H", "H"], "positions_angstrom": [[0.9877, -0.3532, -0.7024], [-8.8343, -1.0420, 0.5138], [3.8133, -3.6307, 0.6963], [-9.3838, -1.3459, -0.3772], [2.4061, 2.1151, 0.6758], [3.8427, 0.2874, -1.5289], [3.0571, 1.2085, 2.4557], [-7.7965, -2.4680, 1.0798], [3.0493, 1.6566, -1.7181], [-0.2987, 0.6790, -1.1821], [2.1904, 3.3123, 1.7209], [4.4518, 2.8110, -2.8795], [3.8917, -4.9287, -1.1137], [-4.1037, -2.5800, 2.2404], [3.4449, -0.4692, -0.8525], [3.0018, -2.8297, -0.7208], [-9.4501, -0.7560, 1.3665], [1.5524, 1.3070, -2.0327], [0.7439, 0.6967, -0.8648], [-3.6892, -1.6402, 1.8755], [4.2434, 1.0182, 1.3868], [2.7723, 3.2175, -3.2891], [0.9189, 1.7264, 0.2464], [-2.0313, -0.8118, 0.6623], [3.5244, 1.7370, -3.8983], [3.4533, 2.4040, -3.0391], [0.9897, 2.2006, -2.3026], [0.4350, 2.6060, -0.1782], [3.9250, -0.0236, -2.5704], [-7.1700, -0.0668, -0.3724], [3.1478, 3.7396, 2.0190], [1.7212, -4.1101, 0.3687], [1.5769, 4.0469, 1.1993], [1.5113, 0.5634, -2.8286], [-8.0013, 0.2064, 0.2775], [4.8653, 0.5476, -1.2555], [-3.4796, -1.0236, 2.7495], [1.1120, -2.6323, 1.1372], [3.1066, -3.7375, -0.1266], [4.2759, 3.3486, -0.3313], [0.9351, -4.2909, -0.3644], [-8.6231, 0.8902, -0.3002], [2.8509, -0.1201, 1.1933], [-2.3878, -1.7507, 1.0860], [-1.6878, -2.0255, 1.8751], [3.1600, 0.9014, 1.4150], [1.9043, -4.9604, 1.0256], [-5.0003, -0.6959, 0.9955], [-7.3909, 1.0473, 1.7915], [-2.4895, -2.9446, -0.2851], [3.0427, 2.6587, -0.5718], [0.3528, 1.3445, 1.0960], [1.5599, 2.9595, 2.5371]]}

Record 5
{"formula": "C4H8NO", "method": "ωB97M-V/def2-TZVPD", "e_lumo_ev": [-6.26, -6.17], "charge": 1, "homo_ev": [-15.91, -14.45], "e_above_lowest_kcal_mol": 173.7, "species": ["H", "C", "H", "H", "O", "H", "N", "C", "C", "C", "H", "H", "H", "H"], "positions_angstrom": [[-0.3936, 2.2561, -1.0216], [-0.4681, 1.5211, -0.2728], [-0.5820, 2.1182, 0.5591], [-0.8095, -1.2348, 0.9702], [0.7785, 0.8219, -0.3606], [-0.7672, -1.8141, -0.7196], [0.6416, -0.4456, -0.1999], [-1.4832, 0.4110, -0.3004], [2.3131, -1.0679, 0.8570], [-0.6909, -0.8715, 0.0227], [2.7438, -2.0017, 0.5099], [-2.3313, 0.3617, 0.4126], [-1.7309, 0.0879, -1.3221], [2.7795, -0.1424, 0.8653]]}

Record 6
{"formula": "C20H54N8O5", "method": "ωB97M-V/def2-TZVPD", "e_lumo_ev": 0.49, "smiles": "CCOC(=O)N(CCCN)CC(N)(N)N.COC[C@@H](C)N.COC[C@@H](C)N.COC[C@@H](C)N", "homo_ev": -8.78, "species": ["O", "H", "H", "C", "H", "C", "O", "C", "H", "H", "C", "H", "H", "H", "C", "H", "H", "C", "H", "C", "H", "H", "H", "H", "C", "H", "H", "H", "H", "C", "C", "O", "H", "H", "H", "H", "H", "H", "N", "H", "H", "H", "H", "C", "H", "C", "N", "H", "H", "H", "N", "H", "N", "H", "H", "H", "C", "H", "H", "C", "H", "N", "H", "O", "C", "C", "H", "H", "H", "H", "H", "N", "H", "H", "O", "C", "C", "N", "N", "H", "H", "H", "C", "H", "H", "C", "H"], "positions_angstrom": [[3.0522, -3.5410, 0.4422], [4.6490, 1.0275, 2.6460], [5.6728, -4.2174, 1.1207], [0.2434, -0.4381, 1.8904], [4.3134, -4.6116, 2.3197], [-3.2005, 1.7237, -0.4589], [5.8768, 3.0224, 1.9857], [2.0450, -2.7250, -0.1677], [-3.0034, 3.8454, -0.6503], [0.9510, -6.7632, 0.0436], [-4.6742, 3.5240, 0.6196], [6.8695, -1.0584, 1.5183], [-0.8056, -0.0123, 2.0943], [0.0478, -3.1358, 3.8880], [4.9838, -3.7680, 1.9210], [7.0209, 2.2154, 3.5067], [-2.2461, 1.6316, -0.9885], [-0.1594, -5.0671, 0.5814], [-4.9436, 3.0415, 1.5611], [6.9686, 0.0244, 1.6373], [-4.7585, 0.9232, 1.8416], [-0.7040, -6.0420, 2.2704], [-0.9360, -2.5342, 2.6387], [-4.4475, -0.7254, 1.3069], [6.0046, 2.2490, 0.7976], [-2.5202, 1.9096, -5.2249], [7.9571, 3.0256, 2.2073], [-6.0623, 2.0252, -4.1515], [-2.0870, -5.3414, -0.2348], [5.7809, 0.7369, 0.9965], [-3.2768, 3.1404, 0.1418], [-3.2001, 0.6754, 0.5068], [-4.9065, 5.0065, -3.8477], [0.7015, -0.6264, 4.0416], [-4.7332, 4.6029, 0.7891], [-1.3880, 3.1423, 0.9058], [-4.9898, 3.5194, -7.3798], [1.6392, -1.8194, 3.0313], [-2.3309, 3.3090, 1.2525], [-3.9847, 1.5614, -1.2066], [3.4565, -2.1759, 2.0671], [7.0227, 3.9720, 3.3796], [-4.5604, 1.1700, -3.8479], [-5.3100, 4.2670, -3.1538], [0.9348, 0.4722, 1.8399], [0.2042, -1.2301, 0.4727], [-0.5463, -5.0527, 2.0145], [-1.4757, -4.6079, 2.1275], [-0.7940, -6.0427, -1.0814], [-5.2506, 0.4004, 0.1965], [-1.2139, -5.8743, -0.1537], [4.5605, -1.9745, 0.6154], [0.7586, -2.6120, 0.5237], [-4.6237, 1.4985, -6.1892], [7.0465, 0.2184, 2.7088], [-4.9133, 4.5244, -5.9440], [-5.2043, 3.5372, -6.3079], [3.7730, 0.8674, 1.3140], [6.9627, 2.4525, 0.3043], [-0.1367, -3.6289, -0.1205], [5.5477, -3.2915, 2.7792], [4.5780, 0.4691, 1.7947], [-2.4869, 2.5379, 1.9026], [2.3375, -2.2183, -1.2591], [7.0379, 3.0471, 2.7997], [-4.4592, 2.4081, -5.6019], [7.9079, 0.3249, 1.1654], [5.2257, 2.6205, 0.1237], [-2.8614, 3.4463, -4.9280], [-6.3669, 4.0814, -3.3656], [-1.2129, -3.2984, -0.2525], [1.0922, -5.8376, 0.4546], [-0.8942, -1.2061, 0.1358], [1.6204, -5.8762, 1.3318], [-4.5381, 3.0773, -3.2016], [3.9633, -2.7282, 1.2157], [-4.9711, 2.1317, -4.1743], [-0.4584, -2.3242, 3.5220], [-3.0218, 2.7067, -5.6123], [-5.2273, 4.6818, -2.1469], [0.7443, -0.5450, -0.2757], [0.2834, -3.8057, -1.1784], [-4.4885, 0.3148, 0.9766], [5.6386, 0.2948, 0.0042], [-5.4294, 3.2639, -0.1275], [0.6145, -1.3429, 3.1434], [-6.2856, 3.4314, -6.1845]]}

Record 7
{"formula": "C35H79FO21S6", "method": "ωB97M-V/def2-TZVPD", "e_lumo_ev": 0.28, "smiles": "CCCCCCCCCCCCCC[C@H]1OC(=O)O[C@H]1F.CCOS(C)(=O)=O.CCOS(C)(=O)=O.CCOS(C)(=O)=O.CCOS(C)(=O)=O.CCOS(C)(=O)=O.CCOS(C)(=O)=O", "homo_ev": -10.22, "species": ["O", "C", "H", "S", "H", "H", "H", "O", "C", "H", "H", "H", "H", "C", "H", "H", "C", "C", "C", "C", "C", "C", "C", "C", "O", "H", "O", "O", "O", "O", "O", "H", "H", "H", "H", "H", "H", "C", "S", "H", "F", "H", "H", "H", "H", "C", "C", "C", "H", "C", "C", "H", "O", "C", "H", "C", "O", "H", "H", "H", "H", "H", "H", "O", "H", "H", "C", "H", "O", "H", "H", "H", "H", "C", "H", "H", "C", "C", "O", "H", "S", "H", "O", "H", "C", "H", "C", "H", "H", "H", "H", "O", "C", "H", "H", "S", "H", "H", "O", "C", "H", "H", "O", "C", "H", "S", "H", "H", "C", "H", "C", "H", "H", "H", "O", "O", "C", "H", "S", "H", "H", "O", "H", "H", "H", "H", "C", "H", "H", "H", "H", "H", "O", "C", "H", "C", "H", "H", "H", "H", "C", "H"], "positions_angstrom": [[-4.1595, -1.9191, -6.6238], [8.3578, -2.1353, -0.4385], [-0.8424, 4.0152, 7.6237], [-4.9653, -1.9378, -7.9888], [6.4019, -0.8620, 0.5914], [4.2215, -0.3139, 0.9306], [-3.9586, -2.6462, -4.7547], [-6.3617, -2.0659, -7.6933], [2.6053, -0.0140, -0.4786], [7.5404, -4.3281, -1.8850], [-3.1126, -1.3524, 12.4198], [-4.1318, -4.7038, -7.0201], [-3.0179, -0.5554, 5.9244], [-0.8599, -1.2510, 1.4301], [6.6176, -5.1626, -0.6101], [4.8749, -4.2828, -6.9471], [6.4779, -0.4014, -0.3982], [-1.2587, 4.2435, -1.6859], [-3.9209, -3.9425, -1.8957], [0.3132, 5.9390, 1.4548], [-2.9513, -2.7038, 1.2527], [6.9110, -4.1899, -1.0041], [7.1152, -0.7082, -5.4967], [7.6378, -3.3845, 0.0763], [-0.5250, 5.5255, 0.3496], [-2.3494, -1.0729, 14.0200], [-4.3530, -2.8505, -8.9037], [-4.0765, -4.8091, -2.7022], [0.7575, 5.8957, -1.7284], [-5.7218, 3.1804, -6.7721], [5.5549, -2.4781, -6.3737], [-5.0369, -0.1472, -9.4659], [6.8997, -3.0675, 0.8199], [-1.6974, 2.1947, 9.1420], [-3.5869, -1.8179, 1.3059], [-3.5291, -0.1576, -8.5182], [0.3105, -1.4554, 3.2185], [-1.6178, -2.4719, 1.9597], [0.1879, 4.8715, -0.9091], [6.9053, -1.7622, -2.0085], [-3.3042, -0.8713, -0.8648], [2.2017, -0.0115, 2.5681], [1.8368, 1.4348, 0.8792], [2.0424, -1.4431, 1.5796], [-1.8370, -3.7200, -0.2758], [0.7918, -1.9071, 11.5125], [-4.3734, -3.0101, -5.6908], [-2.8496, -2.0808, -1.2896], [-2.6354, -4.1237, -6.2984], [1.0866, 7.2093, 1.1698], [-4.6066, -0.2898, -8.4773], [-7.1476, 7.0680, -7.5429], [-1.8175, 1.5277, 7.2404], [7.4781, -1.2012, -1.2705], [8.3499, -4.0196, 0.6072], [-3.6956, -4.2954, -6.1099], [5.2621, -1.8265, -4.0264], [-5.4456, -3.1473, -5.5448], [-0.3572, 1.1692, 8.6768], [6.0056, -3.6672, -1.3165], [-1.9485, 5.0655, -1.8549], [-7.4654, 5.5373, -8.3814], [-1.6008, -0.4652, 1.2518], [-0.3206, 0.6691, 13.0837], [-0.9989, -3.3667, 1.8533], [-1.8836, -1.9568, -1.7799], [-2.5695, -0.6492, 13.0444], [-6.6054, 1.0351, -5.1478], [-3.7881, -2.6111, -2.1995], [4.2131, 1.2651, 0.1822], [0.4130, 8.0052, 0.8530], [3.4210, -2.5351, -8.0256], [-1.6987, 3.4815, -1.0492], [-0.9918, 1.9879, 8.3430], [-0.3841, 6.0884, 2.2760], [-1.8205, -2.3208, 3.0230], [4.4763, -3.4434, -6.3819], [-7.4028, 1.7243, -5.4178], [-7.9427, 4.0673, -6.1686], [-3.2074, 0.9913, 5.0340], [5.4618, -1.2814, -5.3348], [2.9017, -1.5609, 11.5028], [-0.3933, -1.6772, 12.3154], [1.8230, 7.0620, 0.3821], [3.2117, -2.9158, -7.0263], [5.1635, 0.4322, -1.8453], [4.0357, 0.2023, -0.0181], [2.4249, 0.4948, -1.4278], [9.2681, -2.4123, -0.9782], [0.3204, 3.5831, 8.8933], [-5.0552, 0.4009, -7.7681], [-1.2850, 0.0982, 10.8831], [2.0331, -1.2594, 12.0882], [4.2991, -3.7835, -5.3606], [-8.9021, 5.8274, -6.3369], [-1.0533, -0.2380, 12.2566], [2.1803, -1.5653, 13.1237], [1.9657, -0.1732, 12.0674], [-0.3151, -0.2894, 6.5569], [-7.0749, 5.9830, -7.4670], [-2.2143, -0.3209, 4.3426], [8.6941, -1.5657, 0.4362], [-3.8261, -4.0821, -0.5624], [5.0835, -0.2816, -1.0216], [-3.4976, -3.4990, 1.7672], [-6.6472, 3.2894, -5.6847], [-0.9405, 3.8160, -2.6340], [0.9735, 5.1141, 1.7254], [1.5686, 0.4226, 0.5631], [4.8017, -1.2540, -1.4301], [-2.5435, 0.1618, 5.2607], [7.3004, -0.4692, -6.5402], [-0.1777, 0.1922, 2.9100], [-3.8013, -5.0311, -5.3143], [-6.2162, 3.8455, -4.4386], [-0.4888, 1.7554, 5.1733], [0.1926, -0.7112, 2.4223], [2.4801, -3.7207, -7.1002], [-1.0974, 0.7923, 6.0398], [6.8946, 0.5977, -0.2389], [0.5578, 3.0225, 7.2345], [4.5635, -0.2839, -5.8260], [-6.0232, 5.7144, -7.3870], [-8.1216, 1.8132, -4.6086], [0.8943, -2.9896, 11.4959], [7.7925, -1.4783, -5.1387], [1.5708, -0.4820, 1.8094], [8.1251, -0.4838, -1.7796], [-7.4589, 5.9044, -5.3324], [0.5966, -1.5759, 10.4916], [2.7739, -2.1059, -6.4457], [-7.8815, 1.4034, -6.3390], [1.0112, 3.7926, -0.4545], [-0.1904, 3.2262, 7.9988], [0.5818, 0.4818, 0.1034], [-2.7685, -3.1591, -0.1798], [-3.1255, 0.2793, 13.1518], [1.6082, 7.5254, 2.0735], [7.1931, 0.1864, -4.8829], [-0.3849, -1.4688, 0.4697], [-7.8645, 5.5095, -6.2648], [2.4658, -1.0892, -0.6523]]}

Record 8
{"formula": "C5H9N3O", "method": "ωB97M-V/def2-TZVPD", "e_lumo_ev": 0.88, "smiles": "[H]/N=C1/N(O)C[C@H]2[C@@H](C)N12", "homo_ev": -8.90, "e_above_lowest_kcal_mol": 113.2, "species": ["H", "C", "C", "C", "H", "H", "N", "H", "O", "H", "N", "C", "H", "C", "H", "H", "N", "H"], "positions_angstrom": [[-1.4592, 0.2573, -1.7529], [0.3795, -0.9028, 0.4904], [0.6121, 0.5807, -1.0992], [-0.5592, -0.2698, -1.5852], [-0.9376, 2.6047, 1.2522], [1.4112, 2.0773, 0.1436], [1.2472, 0.0653, 0.0264], [-0.6271, -2.8360, -0.0052], [-1.1097, -2.3249, -0.6440], [-0.1394, -0.7902, -2.4016], [0.5161, -1.7754, 1.4659], [0.6041, 1.4279, 0.2018], [-1.3874, 0.8095, 0.9801], [-0.5296, 1.5412, 1.2044], [1.4992, -1.7566, 1.6969], [0.0231, 1.1202, 2.2573], [-0.7225, -0.9731, -0.3919], [1.1791, 1.1446, -1.8390]]}